14
Properties=species:S:1:pos:R:3:forces:R:3 method="wB97M-V/def2-TZVPD" smiles="[H]/N=c1/ccoc(C)n1" e_above_lowest_kcal_mol=12.2 spin_multiplicity=1 charge=0
O 1.04933 1.06960 0.10019 -0.3 -0.6 -0.3
N -0.00477 -1.03814 0.03162 1.1 -0.4 -0.7
N -2.37274 -1.05813 0.05103 0.3 0.0 -0.6
C -1.29106 1.00046 -0.09946 -2.1 0.4 0.2
C -1.25556 -0.44182 -0.01453 -1.5 0.0 0.4
C 2.42049 -0.81834 -0.06649 1.4 0.6 0.0
C -0.18775 1.67815 0.00948 1.6 0.4 0.0
C 1.04611 -0.31959 -0.00085 -1.1 0.9 0.6
H -2.26972 1.53217 -0.16339 1.0 -0.7 0.0
H -2.23428 -2.05711 -0.04464 0.2 -0.3 0.4
H 3.00537 -0.20513 -0.77748 -0.4 -0.6 -0.1
H 2.95652 -0.61341 0.85299 -0.2 0.1 0.5
H 2.52101 -1.87741 -0.21674 -0.3 -0.3 -0.4
H -0.12433 2.74491 0.00030 0.2 0.4 0.1

128
Properties=species:S:1:pos:R:3:forces:R:3 method="wB97M-V/def2-TZVPD" spin_multiplicity=1 charge=+1
Br 3.15866 -3.90369 -5.82100 0.2 0.1 0.2
S -6.51393 -1.77569 -1.77291 -0.2 -0.2 0.0
F -1.90286 -4.22745 -5.33917 0.0 -0.2 0.0
O -5.24462 2.67487 4.35794 0.0 0.1 -0.3
O -0.93944 -6.46786 -4.15649 0.1 0.3 0.3
O 4.99003 -1.74134 -1.72396 -0.3 0.0 0.0
O -2.73443 2.48806 2.60312 0.0 0.0 0.1
O 2.65381 6.71436 9.29037 0.0 0.1 -0.2
O -6.88322 -0.17343 -3.86301 -0.1 0.1 -0.4
O -2.71633 4.85594 4.57546 0.1 -0.3 0.0
O 4.92864 4.75304 7.70923 -0.2 -0.1 0.0
O 2.09058 5.27724 6.63368 0.0 0.0 0.0
O 0.51824 -5.14979 -5.26955 0.5 0.3 0.1
N -0.14826 -0.73624 -3.41496 0.0 0.2 -0.3
N 4.90839 0.54723 -1.64614 0.5 0.2 -0.4
N 1.82900 -3.29722 -4.71139 -0.8 -0.2 0.1
N -7.28773 -2.28457 -4.35650 0.0 0.0 0.0
N -7.51763 -1.50690 -5.49019 -0.1 -0.1 -0.2
C 1.10033 -2.21882 -1.88698 0.1 0.3 0.1
C -1.77630 -0.35458 -0.27004 -0.3 -0.6 0.7
C 6.22674 -0.71316 -3.44347 -0.4 0.2 -0.1
C -3.16902 3.83445 2.43704 0.0 0.0 -0.2
C 5.61988 3.52905 7.80544 0.0 0.1 0.0
C 1.49875 5.98317 8.91904 0.2 0.0 0.2
C -3.01697 1.88164 3.86077 0.1 -0.1 -0.1
C 2.79487 0.77834 -2.84537 0.0 0.5 -0.3
C 0.01544 -6.39635 -4.86483 -0.5 -0.5 0.1
C 5.33381 -0.69996 -2.21988 0.2 -0.3 0.2
C 2.05387 -5.57409 -2.27562 0.0 -0.7 -0.4
C 0.73186 -7.57549 -5.38194 0.2 0.2 -0.3
C -4.47540 1.52681 4.05233 -0.1 0.1 0.3
C 2.47160 0.39556 -4.29676 0.4 0.0 0.4
C -0.88725 -1.58656 -0.43199 0.1 0.4 -0.6
C 0.25996 -8.82821 -5.01415 -0.3 -0.3 0.3
C 0.86256 -9.97859 -5.48251 0.1 0.2 -0.1
C -3.93519 -1.65905 -0.79885 -0.8 0.2 0.0
C -1.66872 5.29886 5.41241 -0.1 0.0 0.0
C -4.94009 -0.86796 -1.66208 0.3 -0.1 -0.2
C -6.59222 2.55123 3.96114 0.0 0.0 0.1
C 0.47443 -2.02990 -3.31832 0.3 -0.3 -0.5
C 1.84981 4.85884 7.97071 -0.1 -0.1 0.0
C 4.19156 1.40171 -2.61911 -0.5 -0.6 0.6
C 3.31372 5.95250 6.37290 -0.1 0.1 -0.1
C 2.45068 -8.63247 -6.68836 -0.1 0.2 0.0
C -0.33450 -3.29090 -3.81994 -0.3 0.0 1.3
C 4.53222 5.05698 6.38400 0.2 0.1 0.2
C -1.36782 -3.02855 -4.92392 0.2 0.1 -0.1
C 0.77732 -4.26179 -4.20277 0.2 -0.9 -0.7
C 1.95057 -9.87254 -6.33285 0.3 -0.2 -0.2
C 2.36549 8.05150 9.63401 0.1 -0.1 0.1
C -2.53614 -2.15191 -4.49076 0.6 0.7 -0.4
C 0.57655 -1.27298 -0.81008 -0.2 -0.6 0.5
C 1.84099 -7.48587 -6.21214 0.1 0.2 -0.1
C -6.92987 -1.46456 -3.43718 0.3 0.3 0.4
C -3.17524 -0.78240 0.20647 0.3 -0.3 -0.8
C -7.26067 -0.29855 -5.16239 0.0 -0.2 0.3
C 1.68434 -2.10394 -4.24325 0.7 0.3 -0.3
C 1.41242 -5.03660 -3.12877 -0.1 0.7 0.3
C 2.71099 -1.08080 -4.62781 -0.7 0.6 -0.1
C -2.35683 4.85137 3.20715 -0.2 0.1 0.2
H -2.45037 0.94686 3.86151 0.0 0.0 -0.1
H -0.27446 -0.43615 -4.37293 -0.1 -0.1 0.0
H 2.22776 -6.52063 -6.49584 0.0 0.1 0.0
H -0.85479 -3.70747 -2.95738 -0.1 -0.1 -0.1
H -7.08876 3.49325 4.18394 0.0 0.0 0.1
H 3.20451 6.34457 5.35904 0.0 0.0 0.0
H 4.05994 2.36160 -2.13302 0.2 0.2 -0.1
H -1.82436 0.24236 -1.18259 0.0 0.1 -0.1
H -0.85215 -2.60889 -5.79469 -0.1 0.1 -0.1
H -4.56243 0.81945 4.88860 0.0 -0.1 -0.1
H 2.04705 1.49780 -2.52150 -0.1 0.0 0.1
H -3.44475 -2.51433 -4.95774 -0.1 -0.2 0.2
H -0.94116 -2.17002 0.48487 0.1 -0.1 0.1
H 1.18723 -1.48596 0.06687 0.2 0.2 0.0
H -2.64494 2.48599 4.68873 -0.1 0.1 0.0
H 5.74145 1.03581 -1.32533 0.0 0.0 0.1
H -3.28572 -2.21871 -1.46656 0.1 -0.1 0.1
H 2.67868 4.26380 8.35724 0.1 0.1 0.1
H -2.61952 -2.06158 -3.41263 -0.3 -0.3 0.1
H -4.51445 -2.40648 -0.25933 0.1 -0.1 0.1
H 5.87977 -0.01669 -4.20423 0.1 0.1 0.0
H -3.78708 0.09165 0.41085 0.0 0.1 0.4
H -4.23271 3.93567 2.65513 0.0 0.0 0.2
H 4.73072 1.52950 -3.55810 0.0 0.2 -0.1
H 0.97796 4.20304 7.90647 0.0 0.0 0.0
H -2.37753 -1.14498 -4.87578 -0.1 0.1 0.0
H 3.29664 -8.54055 -7.35113 0.1 -0.1 0.0
H 2.60175 -6.26629 -1.68278 0.1 0.2 0.4
H 5.00557 2.69984 7.43455 0.0 0.0 0.0
H 0.96589 -3.23122 -1.52255 -0.1 -0.2 -0.2
H 2.42902 -10.75242 -6.73799 0.0 -0.1 0.1
H 0.73373 -0.22606 -1.04318 -0.1 0.1 -0.2
H 3.13602 0.96032 -4.95000 0.1 0.0 -0.1
H 7.24228 -0.42622 -3.18123 0.1 0.0 0.1
H -2.55274 5.84982 2.79200 0.1 0.0 -0.1
H 5.83808 3.35578 8.85720 0.0 0.0 0.0
H 6.56304 3.56046 7.24767 0.0 -0.1 0.0
H -0.77689 4.67280 5.29533 0.1 0.1 0.0
H 3.30989 8.54693 9.84988 0.0 0.0 0.0
H -5.09171 0.12426 -1.24869 -0.2 0.1 0.0
H 3.44706 6.80372 7.04220 0.1 -0.1 0.1
H 1.05005 5.55642 9.82645 -0.2 0.0 -0.1
H 2.79570 -1.16033 -5.71310 0.1 -0.2 -0.1
H 1.47372 0.73485 -4.53832 -0.1 -0.2 -0.2
H 5.36114 5.57720 5.88406 0.0 0.0 -0.1
H -0.58798 -8.91311 -4.35287 -0.1 0.1 0.0
H -3.03034 4.04175 1.37305 0.0 0.0 0.0
H 0.47859 -10.94457 -5.20024 0.0 -0.1 0.0
H -1.29002 4.62447 3.09098 0.0 0.0 0.0
H -1.29901 -2.24337 -1.20226 -0.1 0.0 0.0
H -7.09548 1.74560 4.50707 0.0 0.0 -0.1
H 2.71543 -0.06108 -2.16274 -0.1 -0.1 0.0
H 1.72458 8.10477 10.52104 0.0 0.1 0.0
H -6.66831 2.36380 2.88318 0.0 -0.1 0.0
H -7.32438 0.57458 -5.78147 0.0 0.2 0.0
H 1.87980 8.57462 8.80191 -0.1 0.0 0.0
H -4.85128 1.04576 3.14044 0.0 0.0 0.0
H -4.59056 -0.76246 -2.68528 0.1 0.2 -0.1
H 0.76581 6.64242 8.43850 0.0 0.0 0.0
H -1.05883 -0.72739 -2.97746 0.1 0.0 0.2
H 3.66731 -1.40022 -4.21025 0.1 -0.2 0.0
H 2.18143 -2.08880 -1.97434 0.1 0.0 0.1
H 6.20915 -1.71209 -3.86260 0.2 -0.2 0.0
H 4.30757 4.13701 5.83052 0.0 0.0 0.0
H -1.41119 6.34248 5.20109 0.1 0.0 0.0
H -1.34605 0.25212 0.52601 0.1 0.3 -0.1
H -2.01317 5.22168 6.44188 -0.1 0.0 0.0
H -3.03859 -1.36885 1.11198 -0.1 0.2 0.3

126
Properties=species:S:1:pos:R:3:forces:R:3 method="wB97M-V/def2-TZVPD" e_above_lowest_kcal_mol=0.0 spin_multiplicity=1 charge=-1
O -4.06971 -7.69534 0.21514 -0.5 -0.7 0.5
O 7.85899 -1.86104 3.95036 0.1 -1.0 -0.3
O -2.22680 -2.25687 -7.23035 0.9 1.1 -0.3
O -0.32243 -1.91740 -1.25053 0.4 -0.7 -0.8
O 8.44508 2.33812 -4.89356 0.1 -0.1 1.1
O -6.62111 7.82075 2.62724 1.9 0.7 1.2
O -3.90412 6.46740 -4.07104 0.5 -1.6 -0.1
O -6.55637 -1.26786 9.37589 -0.6 0.3 -0.2
O 2.62184 -8.75207 -4.87259 -0.2 0.4 0.9
O 0.65057 -1.18551 0.54855 2.5 -1.0 0.6
O -4.97970 -8.80565 2.63468 -0.1 -0.8 0.3
O -1.43843 -0.45129 -10.33410 0.5 -0.2 0.5
O -1.14465 -0.43076 -0.01382 -6.1 4.5 0.4
N -2.66532 9.15485 -3.05585 -0.8 0.2 0.7
N 5.30428 -0.98349 5.03359 0.4 -0.6 0.4
N -3.37529 -0.41936 7.79594 0.6 -0.1 0.3
N -3.74386 5.62818 3.25815 0.9 -0.3 0.0
N 3.77908 -5.19896 -4.37127 -2.0 0.8 -1.5
N -0.28279 -1.16477 -0.25825 3.2 -2.8 -0.2
N 6.32814 2.44408 -1.81866 0.6 0.0 0.6
C -1.93228 -1.46264 -9.44388 -0.5 0.3 -1.3
C 6.67201 2.21871 -3.20083 -1.2 -0.2 -1.2
C -6.83687 9.21578 2.98732 -2.0 -1.6 -1.1
C -7.43564 -0.70843 10.34035 1.0 -0.7 0.5
C -2.47345 8.36765 -4.21877 2.3 -1.0 -2.2
C -6.04271 4.82806 3.23759 -1.9 -2.0 0.7
C 6.90382 -2.80999 4.41469 -0.6 0.6 0.4
C -5.10007 5.87083 2.86997 -0.5 1.4 -0.7
C 9.73484 2.79108 -5.26405 -0.9 0.6 -0.6
C -1.32699 -1.48847 -8.06598 -0.2 -0.6 0.1
C -5.24584 -7.22784 0.91688 0.2 0.4 -1.0
C 6.07069 -2.14038 5.54632 0.4 -1.2 -0.4
C -5.33056 -0.55003 9.31581 -0.1 -1.5 -1.8
C -1.12000 8.83348 -4.90860 -0.9 -1.1 0.7
C 8.12113 2.65084 -3.52595 -0.7 -0.6 -0.4
C -5.90896 -8.37514 1.69196 -0.2 1.7 -0.8
C -4.14458 -2.68449 8.40891 -0.1 0.1 0.1
C 5.57703 2.75446 -4.17879 0.9 1.0 0.3
C -4.52465 -1.23270 8.12830 -0.7 0.4 0.5
C 5.21668 -3.18178 6.33183 -0.6 1.4 -1.0
C 8.68994 -2.41781 2.91837 0.2 1.4 0.8
C 3.23097 -9.23834 -6.02136 -0.4 0.9 -1.1
C 2.51614 -7.32790 -4.84905 0.7 0.0 1.0
C 3.81137 -6.63371 -4.29079 0.7 -0.6 0.5
C -4.07705 5.02237 -4.03223 -0.4 0.8 -0.3
C -5.55971 7.25022 3.42504 0.4 -0.7 -1.2
C -2.52045 6.82299 -3.98529 -0.5 0.8 0.8
C 4.02551 -6.90142 -2.80375 0.9 -1.0 0.2
H -3.49641 4.73631 2.85387 0.4 -0.1 -0.1
H 5.47852 1.93998 -1.60858 0.0 0.2 0.2
H -5.89909 7.12236 4.45294 -0.1 0.0 0.2
H 4.67719 2.13956 -4.16115 0.2 -0.2 -0.2
H -6.30471 -9.14799 1.03303 0.5 -0.4 -0.3
H 2.81611 -5.09288 -4.08570 -0.2 1.6 0.2
H -2.00429 8.88302 -2.34224 0.2 0.0 0.2
H 6.81111 -1.80853 6.27419 0.1 0.5 -0.1
H -8.47248 -1.02973 10.24118 0.1 0.1 -0.6
H 1.71622 -7.13654 -4.13378 -0.1 0.2 0.1
H 4.42886 -3.52789 5.66277 0.0 -0.4 0.0
H 7.35144 -3.72857 4.79409 0.5 -0.1 0.1
H -7.84751 9.25255 2.58065 -0.3 0.9 0.4
H 3.44166 -6.25017 -2.15331 -0.6 -0.2 -0.3
H -1.79839 -2.44196 -9.90335 0.1 -0.2 0.0
H -4.23508 -8.99716 2.05981 0.7 -0.2 0.3
H -3.29851 8.59839 -4.89267 0.0 -0.1 -0.2
H -0.50086 -0.61854 -10.45492 0.2 0.1 -0.1
H -5.90965 -6.77828 0.17840 -0.4 -0.2 -0.1
H -3.65520 5.47551 4.25261 -0.1 0.1 0.3
H -3.53316 -3.07399 7.59492 -0.1 0.0 -0.2
H -3.09818 -0.69159 6.86363 0.2 0.2 -0.3
H -5.13623 4.81364 -4.18279 0.0 0.2 -0.2
H -5.09057 -1.25066 7.19690 -0.8 0.2 0.4
H -6.88082 9.35934 4.06693 0.3 0.1 0.0
H 5.99374 2.91194 -5.17361 -0.2 -0.5 -0.2
H 2.18576 -6.93556 -5.81082 0.3 0.1 -0.3
H 6.21132 3.41865 -1.58056 -0.2 0.1 -0.1
H -3.56734 8.81869 -2.75014 -0.3 0.4 0.8
H 5.92408 -0.53795 4.37219 0.3 0.5 0.1
H -4.94012 -6.40555 1.56377 -0.1 -0.2 0.5
H 9.81396 3.85752 -5.05300 0.2 0.3 0.2
H 4.24973 -8.86100 -6.10981 0.4 -0.6 0.1
H 4.36197 -4.72226 -3.69814 0.0 -0.3 0.2
H 8.78772 2.14422 -2.82802 0.2 -0.2 0.0
H 5.04774 -6.58465 -2.59691 0.2 -0.1 0.1
H -2.63885 -0.79401 8.37680 0.6 0.4 0.2
H 5.75682 -4.01470 6.78194 0.2 0.2 -0.2
H 5.25893 3.75247 -3.87735 0.0 0.2 0.3
H -3.82384 4.52926 -3.09371 0.4 0.4 0.3
H 2.70480 -8.78487 -6.86137 -0.1 0.0 -0.5
H -5.02522 -3.31827 8.51331 0.1 0.0 0.2
H -7.31803 0.37505 10.35841 -0.4 0.1 0.1
H -1.82776 -2.10188 -6.37109 -0.4 -0.4 0.6
H 9.73457 2.71628 -6.35149 0.4 -0.3 0.0
H 3.09099 -10.31188 -6.14789 0.4 0.0 0.5
H -2.18442 6.56002 -2.98228 0.1 0.4 0.6
H 4.69558 -6.86438 -4.88499 0.0 -1.1 0.1
H 6.30372 -3.10294 3.55321 -0.5 -0.1 0.0
H -4.78102 -0.62676 10.25401 0.2 -0.1 0.2
H 4.69268 -2.61051 7.09810 0.1 -0.2 0.2
H 3.94958 -7.94344 -2.49303 -0.2 -0.1 0.0
H 10.58730 2.28793 -4.80771 -0.2 -0.4 0.1
H -3.00357 -1.26925 -9.49896 0.0 -0.1 0.8
H -0.37008 -2.00982 -8.09082 0.2 -0.2 -0.2
H -5.97544 3.90653 2.65935 0.6 -0.1 -0.1
H -6.81335 -7.97525 2.15052 0.2 0.1 0.5
H -5.93365 4.53808 4.28264 -0.3 0.1 0.2
H -7.06781 5.11778 3.00664 -0.2 0.4 0.4
H -7.10343 -1.13647 11.28614 -0.1 0.4 0.6
H -1.07461 -0.50150 -7.67830 -0.6 0.3 0.1
H 8.26122 -2.38808 1.91669 -0.6 -0.4 0.1
H 9.04903 -3.40585 3.20635 0.0 -0.1 -0.2
H 9.50418 -1.69413 2.88054 0.4 -0.3 -0.1
H -3.47778 -6.96381 0.02522 -0.1 0.1 0.1
H -0.73479 8.13173 -5.64837 -0.5 0.1 -0.4
H 6.50798 1.14744 -3.31740 1.0 -0.3 -0.1
H -6.29815 9.98329 2.43161 0.8 -0.4 0.2
H -0.32965 8.78149 -4.15977 0.0 0.6 0.3
H 4.56726 -1.29135 4.41544 -0.5 -0.4 0.1
H -4.63691 7.83018 3.43905 -0.2 0.6 -0.2
H -3.49170 4.56313 -4.82882 0.0 0.0 -0.1
H -5.54574 0.49923 9.11372 0.2 0.1 -0.2
H -1.82745 6.21716 -4.56908 -0.4 0.0 -1.0
H -5.13297 5.81331 1.78198 0.3 1.0 -0.3
H -1.26769 9.82882 -5.32765 0.3 -0.1 0.2
H 8.25283 3.72158 -3.37010 -0.1 0.3 0.0
H -3.50985 -2.75025 9.29259 -0.1 -0.1 0.3

10
Properties=species:S:1:pos:R:3:forces:R:3 method="wB97M-V/def2-TZVPD" smiles="[O-][N+]#CBr.C=CBr" e_above_lowest_kcal_mol=91.9 spin_multiplicity=1 charge=0
Br 1.70038 -1.50229 1.15513 -0.2 0.6 -0.5
Br -2.04105 1.83295 -0.88176 0.8 -0.4 0.9
O 0.16344 1.76606 2.55593 0.0 0.6 -0.2
N -0.42789 1.72745 1.51769 -0.6 -1.9 -1.0
C 0.97959 -0.67886 -0.43520 0.4 -1.3 0.4
C -0.95198 1.28498 0.53755 -0.2 1.8 0.4
C 0.09911 -1.34684 -1.13323 -3.4 -2.3 1.2
H -0.45817 -2.22611 -0.57811 1.6 1.4 -1.3
H -0.50346 -1.07591 -2.01152 1.0 0.5 0.2
H 1.44004 0.21858 -0.72648 0.7 1.0 -0.2

HOMO energy, record by record: -9.06; -10.32; -4.17; -9.54 eV